1.
Computed, not measured: H4NO2P2 as an isolated structure in a non-equilibrium geometry, with the ωB97M-V functional and the def2-TZVPD basis.

energy above the lowest of the compared OMol25 structures with the same formula, charge and spin: 128.7 kcal per mole
HOMO: -3.1 eV
net charge: -1
multiplicity: 1
orbital gap: 7.10 eV

CARTESIAN COORDINATES (ANGSTROEM)
N -1.273 1.192 -0.102
O 2.037 0.201 -1.010
O -0.992 -0.950 -1.370
P 0.922 -0.818 1.407
P -0.191 -0.128 -0.431
H -0.915 1.741 0.692
H -2.245 1.064 -0.259
H 1.862 -0.272 0.458
H 0.795 -2.031 0.614

These are the natural (NBO) partial charges, in e, on atoms 1 to 4: -1.214 -1.063 -1.129 -0.344



2.
Computed, not measured: C6H10N2O as an isolated structure in a non-equilibrium geometry, with the ωB97M-V functional and the def2-TZVPD basis.

energy above the lowest of the compared OMol25 structures with the same formula, charge and spin: 175.9 kcal per mole
HOMO: -9.1 eV
net charge: 0
multiplicity: 1
orbital gap: 9.79 eV

CARTESIAN COORDINATES (ANGSTROEM)
C 2.308 -0.181 0.095
C 0.616 1.582 0.550
C -0.163 0.363 0.133
C -0.461 -0.716 0.948
C -2.000 -0.681 0.554
C -1.212 0.684 -0.835
H 2.834 -2.031 -0.069
H 2.994 0.045 1.223
H 0.442 2.676 0.378
H 0.884 1.384 1.601
H 0.020 -1.703 0.556
H -0.562 -0.969 2.147
H -2.500 0.057 1.260
H -2.658 -1.594 0.806
H -1.784 1.614 -0.613
H -0.986 0.974 -1.974
N 2.097 -1.229 -0.828
N 1.265 0.688 -0.282
O -2.093 -0.372 -0.777

These are the natural (NBO) partial charges, in e, on atoms 1 to 4: 0.214 -0.217 0.040 -0.487



3.
Computed, not measured: C25H26AsFN2O3PtS as an isolated structure in a non-equilibrium geometry, with the ωB97M-V functional and the def2-TZVPD basis.

energy above the lowest of the compared OMol25 structures with the same formula, charge and spin: 15.3 kcal per mole
HOMO (spin up / spin down): -11.7 / -14.1 eV
net charge: +2
multiplicity: 5
orbital gap (spin up / spin down): 6.00 / 4.44 eV

CARTESIAN COORDINATES (ANGSTROEM)
Pt 0.279 -0.658 -0.803
C -4.187 4.482 2.932
C -3.055 3.534 2.703
C -2.211 3.682 1.599
C -1.131 2.842 1.408
C -0.902 1.827 2.328
C -1.738 1.635 3.420
C -2.811 2.486 3.598
S 0.564 0.862 2.188
O 1.017 0.470 3.483
O 1.480 1.561 1.327
N 0.103 -0.509 1.313
C -0.315 -1.659 1.878
C -0.497 -1.891 3.293
C -0.985 -3.088 3.716
C -1.315 -4.100 2.800
C -1.132 -3.930 1.408
C -1.430 -4.935 0.461
C -1.223 -4.662 -0.913
C -0.714 -3.477 -1.309
N -0.390 -2.458 -0.395
C -0.614 -2.703 0.958
H -4.047 5.415 2.392
H -4.315 4.692 3.993
H -5.126 4.044 2.583
H -2.398 4.481 0.892
H -0.450 2.975 0.577
H -1.527 0.852 4.137
H -3.460 2.357 4.454
H -0.207 -1.121 3.986
H -1.113 -3.267 4.775
H -1.713 -5.042 3.154
H -1.789 -5.900 0.787
H -1.467 -5.406 -1.658
H -0.529 -3.266 -2.351
F 0.186 -1.132 -6.811
C 0.194 -1.085 -5.520
C -0.864 -0.427 -4.866
C -0.875 -0.429 -3.499
C 0.201 -1.011 -2.774
C 1.239 -1.690 -3.467
C 1.250 -1.715 -4.834
H -1.639 0.056 -5.447
H -1.698 0.042 -2.977
H 2.033 -2.184 -2.923
H 2.040 -2.202 -5.392
C 2.934 3.293 -0.745
As 2.860 1.408 -1.097
C 3.612 1.079 -2.851
C 3.978 0.365 0.085
O 1.209 1.019 -1.287
H 3.961 3.641 -0.848
H 2.577 3.475 0.266
H 2.296 3.792 -1.472
H 4.560 1.608 -2.936
H 2.931 1.428 -3.625
H 3.788 0.011 -2.976
H 4.975 0.362 -0.355
H 3.603 -0.653 0.165
H 3.998 0.822 1.069

These are the natural (NBO) partial charges, in e, on atoms 1 to 4: 1.174 -0.646 0.058 -0.203



4.
Computed, not measured: C17H17NO3S as an isolated structure in a non-equilibrium geometry, with the ωB97M-V functional and the def2-TZVPD basis.

energy above the lowest of the compared OMol25 structures with the same formula, charge and spin: 363.7 kcal per mole
HOMO: -8.2 eV
net charge: 0
multiplicity: 1
orbital gap: 8.90 eV

CARTESIAN COORDINATES (ANGSTROEM)
C -6.032 5.218 1.726
C -4.962 4.400 1.385
C -4.786 3.862 0.193
C -3.574 3.074 -0.240
C -2.683 2.750 0.566
C -2.700 3.281 1.998
C -3.709 4.092 2.286
H -4.126 4.284 3.335
H -2.091 2.937 2.816
S -1.138 1.857 0.491
C -1.112 1.336 -1.068
C 0.087 0.459 -1.614
O 0.651 0.897 -2.869
N 0.366 -0.383 -0.707
C 1.331 -1.410 -0.916
C 1.625 -2.220 0.178
C 2.524 -3.106 0.060
C 3.538 -3.187 -0.852
C 3.219 -2.309 -1.769
C 2.440 -1.328 -1.805
H 2.255 -0.743 -2.732
H 4.271 -2.358 -2.512
O 4.512 -4.132 -0.706
C 4.830 -4.718 0.510
C 3.134 -5.447 1.041
H 3.382 -5.707 1.947
O 2.512 -4.064 1.041
H 2.781 -5.958 0.383
H 5.483 -5.581 0.225
H 5.167 -3.990 1.119
H 0.702 -2.322 1.064
H -0.279 -0.558 -0.053
H -2.041 0.863 -1.420
H -1.123 2.370 -1.953
H -3.359 2.677 -1.279
H -5.398 3.988 -0.475
H -6.540 4.854 2.655
H -6.684 5.081 1.108
H -5.787 6.170 1.652

These are the natural (NBO) partial charges, in e, on atoms 1 to 4: -0.622 0.021 -0.162 -0.268



5.
Computed, not measured: a 2-piece molecular cluster, C3H12N2O overall in a non-equilibrium geometry, with the ωB97M-V functional and the def2-TZVPD basis.

energy above the lowest of the compared OMol25 structures with the same formula, charge and spin: 11.4 kcal per mole
HOMO: -9.1 eV
net charge: 0
multiplicity: 1
orbital gap: 10.01 eV

CARTESIAN COORDINATES (ANGSTROEM)
C 0.660 2.315 -0.584
C 1.553 1.421 -1.437
O 0.949 0.157 -1.733
H -0.299 2.485 -1.100
H 1.121 3.298 -0.523
H 0.518 1.892 0.405
H 1.793 1.947 -2.365
H 2.483 1.214 -0.914
H 0.000 0.331 -1.780
N -0.093 -1.989 0.875
C -0.926 -0.837 1.051
N -2.173 -1.116 1.759
H 0.564 -1.932 0.112
H 0.357 -2.289 1.724
H -1.204 -0.394 0.093
H -0.454 -0.059 1.658
H -1.951 -1.396 2.712
H -2.613 -1.927 1.333

These are the natural (NBO) partial charges, in e, on atoms 1 to 4: -0.640 -0.059 -0.723 0.200



6.
Computed, not measured: C42H41NO4P2Ru as an isolated structure in a non-equilibrium geometry, with the ωB97M-V functional and the def2-TZVPD basis.

energy above the lowest of the compared OMol25 structures with the same formula, charge and spin: 49.8 kcal per mole
HOMO (spin up / spin down): -13.1 / -13.5 eV
net charge: +2
multiplicity: 5
orbital gap (spin up / spin down): 7.12 / 3.82 eV

CARTESIAN COORDINATES (ANGSTROEM)
Ru 0.292 3.937 -3.838
C 0.316 2.114 0.930
C 0.378 3.453 0.995
C 1.630 4.255 0.870
C 2.316 4.248 -0.501
C 2.303 2.952 -1.272
C 2.496 1.710 -0.824
C 2.713 1.278 0.588
C 1.477 1.199 1.444
C 0.408 1.826 -4.055
H -0.562 1.635 1.326
H -0.503 4.033 1.320
H 2.352 3.840 1.584
H 1.362 5.286 1.137
H 1.825 4.989 -1.161
H 3.344 4.590 -0.273
H 1.955 3.080 -2.355
H 2.366 0.861 -1.484
H 3.382 1.997 1.065
H 3.163 0.282 0.575
H 1.137 0.142 1.557
H 1.788 1.516 2.467
H -0.616 1.481 -4.326
H 0.750 1.062 -3.290
H 1.107 1.800 -4.906
P -0.319 6.047 -3.801
P 1.769 4.887 -5.102
C 1.236 6.797 -3.335
C 2.285 6.301 -4.079
C -1.234 7.311 -4.705
C -0.990 8.662 -4.447
C -1.632 9.669 -5.163
C -2.548 9.353 -6.160
C -2.813 8.002 -6.430
C -2.173 6.993 -5.715
C -1.248 5.588 -2.360
C -1.419 4.223 -2.199
C -2.186 3.748 -1.122
C -2.871 4.706 -0.363
C -2.772 6.086 -0.624
C -1.918 6.576 -1.625
C 1.871 5.615 -6.790
C 1.117 6.722 -7.203
C 1.332 7.339 -8.438
C 2.309 6.865 -9.313
C 3.075 5.774 -8.912
C 2.864 5.175 -7.671
C 3.195 3.774 -5.020
C 3.149 2.616 -5.812
C 4.244 1.763 -5.798
C 5.379 2.119 -5.056
C 5.404 3.292 -4.281
C 4.285 4.109 -4.229
H 1.278 7.602 -2.611
H 3.306 6.691 -4.173
H -0.254 8.943 -3.697
H -1.397 10.710 -4.956
H -3.042 10.145 -6.737
H -3.508 7.756 -7.238
H -2.360 5.941 -5.954
H -1.048 3.422 -2.948
H -2.233 2.667 -0.916
H -3.534 4.374 0.440
H -3.385 6.797 -0.075
H -1.855 7.616 -1.930
H 0.328 7.100 -6.562
H 0.729 8.187 -8.751
H 2.475 7.327 -10.291
H 3.836 5.373 -9.575
H 3.486 4.329 -7.415
H 2.251 2.409 -6.405
H 4.206 0.840 -6.378
H 6.263 1.487 -5.096
H 6.289 3.572 -3.711
H 4.241 4.982 -3.569
O 0.990 -0.967 -1.680
C -0.035 -0.595 -1.035
O -0.759 0.434 -1.134
C -0.493 -1.542 0.055
C -1.836 -1.449 0.547
C -2.325 -2.380 1.465
C -1.454 -3.407 1.918
C -0.121 -3.485 1.471
C 0.352 -2.562 0.547
N -1.934 -4.342 2.876
O -3.120 -4.249 3.270
O -1.154 -5.223 3.300
H -2.492 -0.627 0.192
H -3.354 -2.329 1.847
H 0.531 -4.250 1.878
H 1.371 -2.653 0.189

These are the Mulliken partial charges, in e, on atoms 1 to 4: -1.002 -0.125 -0.359 -0.921



7.
Computed, not measured: a 2-piece molecular cluster, C5H7NO4 overall in a non-equilibrium geometry, with the ωB97M-V functional and the def2-TZVPD basis.

energy above the lowest of the compared OMol25 structures with the same formula, charge and spin: 69.8 kcal per mole
HOMO: -7.9 eV
net charge: 0
multiplicity: 1
orbital gap: 8.08 eV

CARTESIAN COORDINATES (ANGSTROEM)
O -2.751 -0.467 0.956
C -1.989 -0.347 0.073
C -1.155 0.335 -0.785
O -1.717 1.390 -1.478
C 0.299 0.225 -0.578
C 0.894 0.372 0.619
N 2.237 0.102 0.857
C 2.784 0.065 2.101
O 2.218 0.428 3.116
H -1.153 2.171 -1.482
H 0.904 0.197 -1.491
H 0.338 0.668 1.510
H 2.828 -0.174 0.081
H 3.809 -0.353 2.102
O -2.408 -1.910 -1.825
H -1.818 -1.038 -2.138
H -3.321 -1.666 -1.638

These are the natural (NBO) partial charges, in e, on atoms 1 to 4: -0.425 0.741 -0.112 -0.699



8.
Computed, not measured: C46H36CdN6S4Se as an isolated structure in a non-equilibrium geometry, with the ωB97M-V functional and the def2-TZVPD basis.

energy above the lowest of the compared OMol25 structures with the same formula, charge and spin: 41.1 kcal per mole
HOMO: -7.2 eV
net charge: 0
multiplicity: 1
orbital gap: 7.25 eV

CARTESIAN COORDINATES (ANGSTROEM)
Cd -1.426 2.861 0.335
S -1.287 7.442 0.085
C -2.760 6.997 0.834
C -2.832 5.658 1.073
C -1.674 4.943 0.660
C -0.757 5.779 0.085
C 0.529 5.381 -0.469
C 1.461 6.307 -0.954
C 2.687 5.865 -1.409
C 2.968 4.506 -1.373
C 1.984 3.651 -0.912
N 0.796 4.064 -0.481
H -3.493 7.759 1.047
H -3.699 5.190 1.520
H 1.210 7.359 -0.959
H 3.420 6.568 -1.781
H 3.923 4.116 -1.695
H 2.148 2.582 -0.881
N -0.901 0.665 0.795
S -1.742 -0.654 1.103
N -1.198 -1.678 2.125
S 0.428 -1.797 2.536
N 0.716 -1.609 -0.710
S 1.026 -0.124 -0.822
N -0.164 0.806 -0.447
C 2.568 0.468 -0.057
C 2.436 1.001 1.218
C 3.538 1.582 1.824
C 4.751 1.640 1.152
C 4.865 1.119 -0.129
C 3.772 0.525 -0.742
C 1.252 0.311 -2.545
C 2.013 -0.559 -3.312
C 2.188 -0.293 -4.660
C 1.580 0.817 -5.231
C 0.785 1.655 -4.461
C 0.620 1.410 -3.106
C 0.654 -3.536 2.681
C 1.788 -3.979 3.358
C 1.993 -5.336 3.540
C 1.075 -6.257 3.052
C -0.036 -5.811 2.352
C -0.249 -4.454 2.165
C 1.564 -2.723 -0.676
C 2.784 -2.765 0.005
C 3.515 -3.940 0.063
C 3.055 -5.092 -0.557
C 1.858 -5.050 -1.257
C 1.123 -3.878 -1.327
C -3.144 -0.063 2.034
C -2.877 0.761 3.120
C -3.916 1.132 3.953
C -5.205 0.679 3.704
C -5.459 -0.140 2.617
C -4.424 -0.517 1.773
C -2.504 -1.361 -0.372
C -2.758 -0.552 -1.468
C -3.317 -1.130 -2.598
C -3.631 -2.483 -2.608
C -3.383 -3.271 -1.493
C -2.802 -2.711 -0.367
H 1.480 0.968 1.721
H 3.446 1.994 2.820
H 5.611 2.092 1.629
H 5.809 1.173 -0.655
H 3.863 0.115 -1.738
H 2.446 -1.446 -2.863
H 2.792 -0.958 -5.262
H 1.722 1.025 -6.284
H 0.287 2.501 -4.915
H 0.005 2.049 -2.489
H 2.503 -3.255 3.732
H 2.876 -5.680 4.064
H 1.217 -7.315 3.231
H -0.739 -6.524 1.940
H -1.109 -4.095 1.621
H 3.150 -1.882 0.511
H 4.452 -3.955 0.605
H 3.627 -6.009 -0.503
H 1.498 -5.941 -1.757
H 0.200 -3.843 -1.888
H -1.863 1.084 3.317
H -3.717 1.764 4.809
H -6.017 0.982 4.352
H -6.464 -0.484 2.419
H -4.619 -1.155 0.923
H -2.539 0.504 -1.440
H -3.516 -0.516 -3.466
H -4.081 -2.923 -3.489
H -3.642 -4.322 -1.497
H -2.571 -3.303 0.509
Se -5.950 2.547 0.290
C -4.338 2.506 -0.367
N -3.254 2.470 -0.826

These are the Mulliken partial charges, in e, on atoms 1 to 4: 0.708 -0.266 -0.457 -0.244



9.
Computed, not measured: an isolated ion of composition C6H10ClN2 and charge +1 in a non-equilibrium geometry, with the ωB97M-V functional and the def2-TZVPD basis.

energy above the lowest of the compared OMol25 structures with the same formula, charge and spin: 128.9 kcal per mole
HOMO (spin up / spin down): -14.2 / -14.2 eV
net charge: +1
multiplicity: 1
orbital gap (spin up / spin down): 7.80 / 7.80 eV

CARTESIAN COORDINATES (ANGSTROEM)
C 0.444 -1.251 -0.519
C 0.447 0.099 0.225
C 1.351 -0.338 1.373
C 1.095 1.245 -0.455
C -0.972 0.184 0.532
Cl -1.785 -0.143 1.979
C -1.959 0.426 -0.866
N -3.176 0.327 -0.798
N -4.259 0.037 -0.830
H -0.321 -1.251 -1.301
H 1.339 -1.434 -1.068
H 0.313 -2.081 0.208
H 1.897 0.598 1.801
H 0.992 -0.957 2.215
H 2.174 -0.872 0.964
H 2.210 1.350 -0.313
H 0.807 1.393 -1.491
H 0.638 2.156 -0.015
H -1.234 0.511 -1.640

These are the natural (NBO) partial charges, in e, on atoms 1 to 4: -0.565 -0.281 -0.607 -0.605



10.
Computed, not measured: one molecule with the formula C18H21ClN4O4S3 in a non-equilibrium geometry, with the ωB97M-V functional and the def2-TZVPD basis.

energy above the lowest of the compared OMol25 structures with the same formula, charge and spin: 0.0 kcal per mole
HOMO: -7.8 eV
net charge: 0
multiplicity: 1
orbital gap: 8.14 eV

CARTESIAN COORDINATES (ANGSTROEM)
C 4.064 -0.159 -1.608
C 3.084 0.809 -0.963
O 2.928 0.576 0.438
C 2.190 -0.497 0.781
O 1.672 -1.255 -0.004
N 2.131 -0.661 2.131
C 2.504 0.390 3.047
C 1.283 1.285 3.300
N 0.105 0.454 3.471
C -1.166 0.877 3.299
O -2.119 0.129 3.429
C -1.351 2.327 2.901
S -1.013 2.477 1.100
C -2.698 2.504 0.393
C -3.625 1.590 1.147
O -4.505 2.013 1.861
N -3.425 0.239 1.025
C -2.501 -0.434 0.279
N -1.828 0.028 -0.711
C -1.011 -0.920 -1.263
C -0.177 -0.563 -2.374
C -0.070 0.669 -2.962
C 0.856 0.703 -4.022
C 1.444 -0.509 -4.225
Cl 2.625 -0.882 -5.402
S 0.876 -1.720 -3.122
C -1.082 -2.148 -0.668
S -2.193 -2.133 0.644
C 0.350 -0.938 3.786
C 1.167 -1.604 2.671
H 5.030 -0.108 -1.112
H 4.188 0.099 -2.656
H 3.681 -1.174 -1.538
H 2.104 0.736 -1.443
H 3.446 1.837 -1.026
H 2.857 -0.072 3.972
H 3.313 0.978 2.616
H 1.148 1.934 2.430
H 1.450 1.907 4.190
H -2.382 2.626 3.079
H -0.673 3.001 3.420
H -2.573 2.182 -0.639
H -3.077 3.525 0.453
H -3.930 -0.310 1.712
H -0.637 1.519 -2.630
H 1.080 1.578 -4.603
H -0.527 -3.029 -0.916
H -0.620 -1.427 3.889
H 0.878 -1.001 4.744
H 1.687 -2.484 3.065
H 0.525 -1.923 1.846

These are the natural (NBO) partial charges, in e, on atoms 1 to 4: -0.643 -0.069 -0.530 0.904



11.
Computed, not measured: one molecule with the formula C3H4N2O2 in a non-equilibrium geometry, with the ωB97M-V functional and the def2-TZVPD basis.

energy above the lowest of the compared OMol25 structures with the same formula, charge and spin: 64.2 kcal per mole
HOMO: -9.4 eV
net charge: 0
multiplicity: 1
orbital gap: 10.24 eV

CARTESIAN COORDINATES (ANGSTROEM)
C -0.095 1.539 0.556
N 0.119 0.233 -0.041
N -0.461 -0.153 -1.249
C -0.528 -1.446 -1.208
O -0.103 -2.071 -0.144
C 0.736 -0.732 0.618
O 1.553 -0.956 1.438
H 0.412 2.349 0.035
H -1.174 1.760 0.581
H 0.390 1.437 1.532
H -0.847 -1.959 -2.117

These are the natural (NBO) partial charges, in e, on atoms 1 to 4: -0.396 -0.313 -0.346 0.367